# 1
The following is a quantum chemistry calculation of a 3-piece molecular cluster, C4H13N2O overall, from the OMol25 dataset.

```
20
Properties=species:S:1:pos:R:3:nbo_charge:R:1
H 4.075 0.118 -0.860 0.22
H 0.798 0.520 -0.255 0.43
N 2.170 0.927 -0.312 -0.81
C -0.282 -1.338 0.045 -0.42
C -3.898 0.282 0.864 -0.76
H -4.240 -0.609 1.356 0.29
C -3.324 0.262 -0.283 0.71
C 3.030 -0.180 -0.763 -0.42
H 0.276 -1.810 -0.760 0.22
H -1.288 -1.752 0.058 0.22
O -2.728 0.288 -1.289 -0.51
H 2.681 -0.527 -1.734 0.21
H 2.263 1.710 -0.956 0.40
H 0.203 -1.565 0.990 0.22
H -0.764 0.587 0.612 0.41
N -0.306 0.120 -0.172 -0.75
H -0.850 0.331 -1.020 0.44
H 2.971 -0.995 -0.047 0.21
H -4.180 1.219 1.310 0.29
H 2.483 1.247 0.602 0.40
```

Calculated values
Kohn-Sham gap in eV: 10.319
LUMO level in eV: -2.87
Total charge: +1
Max |F| in eV Å⁻¹: 1.50
Molar mass in u: 105.16

***

# 2
The following is a quantum chemistry calculation of C24H37IrN9O3P as an isolated structure, from the OMol25 dataset.

```
75
Properties=species:S:1:pos:R:3:mulliken_spin:R:1
C -2.423 3.089 0.825 0.14
O -0.564 -1.347 -0.336 -0.02
H -3.479 -4.047 -2.459 0.03
H -4.342 0.621 0.598 0.00
H -0.079 -3.637 -0.937 0.00
O -4.213 4.033 2.167 0.89
C 6.515 -1.964 0.352 0.21
H 7.390 -0.511 -0.960 0.00
P -1.937 -1.522 -0.918 -0.06
H -1.189 0.622 -3.706 0.02
C -3.593 4.021 1.108 0.20
N 2.973 3.747 1.211 0.01
H 5.200 0.554 -1.466 0.00
H -4.596 -1.938 1.348 0.00
H -3.126 -1.519 -4.047 0.01
H -3.763 4.778 -0.839 -0.01
H -4.256 -3.066 -1.179 0.00
H -4.221 -1.050 -2.714 0.00
H 1.090 -4.679 2.649 0.00
Ir 1.133 0.054 0.640 0.89
H -3.380 -0.814 2.047 0.00
C 5.253 -0.298 -0.821 0.12
N -3.287 -1.080 -0.044 0.01
H -3.546 -4.673 -0.764 0.03
C -1.040 1.357 1.748 0.02
H -4.781 5.518 0.352 -0.02
C 4.126 -1.918 0.664 0.16
C 3.574 4.142 -0.114 0.00
C 2.934 -2.399 1.184 -0.05
C 6.470 -0.886 -0.535 -0.03
H 2.889 4.805 -0.673 0.00
N -3.963 4.951 0.149 0.27
N 2.757 -3.637 1.743 0.02
N -2.103 -0.702 -2.361 0.34
C 1.477 -3.775 2.188 0.07
C 2.547 2.511 1.394 0.00
H -3.755 0.690 -1.103 0.00
H -0.148 -2.269 2.216 -0.01
C -4.174 0.038 -0.331 0.01
H -3.459 0.239 -3.658 0.01
H -0.079 -0.093 -2.481 0.00
N -2.139 -3.165 -1.041 0.55
N 2.247 1.398 1.107 0.01
H 0.247 2.327 -1.151 0.01
C 2.986 4.757 2.302 0.00
H -0.664 -1.079 -3.881 0.02
N -0.208 1.427 0.676 0.28
H -0.914 -4.267 -2.369 0.04
C -3.420 -3.749 -1.384 -0.01
H 2.368 5.610 1.995 0.00
H -0.702 0.697 2.547 0.00
H 4.017 5.131 2.437 0.00
H -2.882 -2.461 1.543 0.00
H 3.790 3.246 -0.695 0.00
C -1.619 3.066 -0.321 0.13
H 3.474 -4.348 1.812 0.00
H -5.178 -0.307 -0.650 0.00
C -1.026 -4.056 -1.287 -0.01
O 2.884 -0.363 -0.580 0.40
N 1.725 -1.776 1.261 0.16
H -1.216 -5.022 -0.783 0.02
C 5.382 -2.523 0.940 -0.11
C 0.853 -2.573 1.938 0.01
C -0.493 2.263 -0.351 0.00
H 4.525 4.649 0.074 0.00
H 5.476 -3.334 1.681 0.00
H -1.778 3.751 -1.136 0.02
C -2.160 2.142 1.835 0.06
C -3.541 -1.616 1.289 0.00
C -3.293 -0.769 -3.233 -0.01
H -2.773 2.129 2.745 0.00
H 7.475 -2.393 0.661 0.00
C -0.931 -0.295 -3.138 -0.01
C 4.066 -0.782 -0.225 0.15
H 2.588 4.344 3.241 0.00
```

Calculated values
Multiplicity: 6
Kohn-Sham gap (spin up / spin down) in eV: 6.519 / 3.409
LUMO level (spin up / spin down) in eV: -6.95 / -11.99
Total charge: +3
Max |F| in eV Å⁻¹: 6.59
Molar mass in u: 722.81

***

# 3
The following is a quantum chemistry calculation of a 3-piece molecular cluster, C31H52F4N2O11S overall, from the OMol25 dataset.

```
101
Properties=species:S:1:pos:R:3:lowdin_charge:R:1
H -1.652 4.558 -5.344 0.08
C 0.064 -1.527 3.786 -0.14
H -2.719 5.552 -4.354 0.08
O -0.663 -4.748 4.918 0.15
C 1.326 -6.448 3.456 -0.63
C -0.371 -3.208 0.348 -0.01
H -3.208 5.129 -6.005 0.09
O -1.251 -0.887 1.940 0.17
H 5.401 -2.265 5.266 0.12
H 5.401 -4.007 1.394 0.13
H -4.053 3.114 -1.551 0.13
H -2.416 5.137 0.030 0.11
O -2.104 2.736 -0.925 -0.19
H 2.995 -2.920 3.503 0.08
H 0.883 0.730 2.177 0.11
H 4.467 -7.915 2.449 0.09
C -3.052 1.751 -6.134 -0.20
C -0.183 -4.119 2.693 -0.12
N -3.992 4.045 0.970 -0.05
O -3.350 3.633 -4.560 -0.20
H 4.726 -8.040 0.701 0.09
C 5.724 -6.403 1.595 -0.53
H 2.119 -1.454 2.169 0.10
H 6.054 -2.365 2.841 0.10
H -0.547 -4.220 0.000 0.13
O -1.035 -6.558 2.209 -0.23
C -2.512 2.896 -8.242 -0.22
H -4.729 2.220 -4.922 0.12
C -4.053 4.883 2.162 -0.20
H -3.002 6.030 3.607 0.12
H -4.051 5.441 -0.579 0.12
O -2.604 -2.568 -0.161 0.20
S 0.156 -5.775 2.150 0.79
C -2.700 4.764 -5.109 -0.10
C -0.251 -3.896 4.173 -0.36
C -1.093 3.687 2.407 -0.10
C -3.135 3.648 -1.294 -0.21
H -3.668 1.018 -6.666 0.12
H -2.997 2.157 -8.887 0.12
H 0.627 -2.470 5.599 0.14
C 4.574 -7.353 1.526 0.02
H -4.672 5.759 1.939 0.12
C 0.203 -2.568 4.611 0.07
H -2.797 4.169 -2.189 0.10
H -0.311 0.533 4.196 0.13
H 4.081 -4.346 2.514 0.10
H 0.483 3.779 -6.975 0.08
C 0.533 -0.150 4.104 -0.12
O -1.948 4.338 3.328 -0.18
H -1.793 3.931 -9.958 0.12
H -3.253 3.674 -8.013 0.11
H 4.681 -3.847 5.112 0.12
H 2.967 -2.199 5.123 0.10
H -1.660 0.790 -0.578 0.07
H 0.804 5.453 -7.460 0.09
C -0.392 -3.105 1.845 -0.07
F 2.083 -7.356 2.821 0.12
H -3.158 1.037 -1.490 0.09
C 3.542 -2.292 4.203 -0.21
H -3.482 3.201 1.195 0.07
H 3.660 -6.784 1.359 0.07
H 6.693 -3.705 3.758 0.12
C 5.772 -3.271 3.375 -0.16
O 5.713 -5.589 2.699 -0.03
N -2.017 2.224 -7.048 -0.05
H 1.022 -0.167 5.078 0.12
C 5.166 -4.285 2.421 -0.17
H 1.947 1.297 3.442 0.12
H 0.610 -2.876 0.009 0.15
F 0.684 -7.029 4.453 0.17
H -0.239 3.301 2.966 0.08
C -2.744 5.370 2.775 -0.23
O 0.942 -5.730 0.955 -0.26
C -3.381 4.664 -0.199 -0.21
H -1.403 2.852 -6.547 0.07
C 0.452 4.485 -7.812 -0.12
C 2.576 -0.542 2.560 -0.19
H 4.626 -0.789 3.095 0.10
H 3.644 -0.155 4.405 0.12
C 4.882 -2.921 4.568 -0.19
O 6.593 -6.331 0.780 0.14
F 2.116 -5.461 3.919 0.14
O -0.858 4.669 -8.309 -0.19
C -1.458 -2.383 -0.297 -0.50
H -0.602 2.833 -9.247 0.12
H -2.550 1.215 -5.326 0.12
C 3.663 -0.878 3.590 -0.17
H -1.586 2.837 1.927 0.07
H -4.531 3.367 -6.236 0.11
H -2.148 5.966 2.073 0.11
F -0.995 -1.475 -1.149 0.13
H 1.128 4.131 -8.596 0.09
H 3.059 -0.051 1.717 0.11
H -3.118 1.340 0.263 0.08
C -2.545 1.417 -0.668 -0.11
H -0.724 4.375 1.642 0.09
H -4.579 4.310 2.928 0.12
C -3.981 2.777 -5.494 -0.22
C -1.390 3.555 -9.013 -0.22
C -0.612 -1.754 2.482 -0.26
C 1.476 0.404 3.030 -0.19
```

Calculated values
Kohn-Sham gap in eV: 6.414
LUMO level in eV: -2.15
Max |F| in eV Å⁻¹: 1.22
SMILES string: CC(=O)OCCCCCCCCC1=CC(=O)C(S(=O)(=O)C(F)(F)F)=C(CC(=O)F)C1=O.COCCNCCOC.COCCNCCOC
Molar mass in u: 736.82

***

# 4
The following is a quantum chemistry calculation of a 2-piece molecular cluster, C7H9F3N3O overall, from the OMol25 dataset.

```
23
Properties=species:S:1:pos:R:3:nbo_charge:R:1
C 3.231 1.162 0.095 -0.31
H -2.187 -0.222 1.938 0.38
O 1.019 1.581 -0.378 -0.42
H -1.072 -1.460 -1.632 0.44
C 2.326 1.760 -0.816 0.13
H 0.072 0.740 1.397 0.27
H -4.131 -1.463 0.411 0.45
F 2.587 -1.847 -0.702 -0.27
C -2.086 -1.020 0.222 0.59
C 1.369 -2.085 -1.193 0.93
F 1.169 -3.325 -1.557 -0.28
H 2.805 0.032 1.853 0.23
C 0.227 -1.700 -0.187 0.20
N -3.242 -1.515 -0.100 -0.81
N -0.935 -1.425 -0.647 -0.45
H 0.460 -1.375 0.847 0.31
C 1.020 0.868 0.783 0.00
H -3.382 -2.324 -0.764 0.43
C 2.350 0.585 1.041 -0.29
H 4.246 0.996 0.256 0.25
H 2.585 2.237 -1.706 0.22
F 1.363 -1.437 -2.424 -0.32
N -1.585 -0.398 1.168 -0.70
```

Calculated values
Kohn-Sham gap (spin up / spin down) in eV: 6.368 / 6.368
LUMO level (spin up / spin down) in eV: -5.53 / -5.53
Total charge: +1
Max |F| in eV Å⁻¹: 5.25
Molar mass in u: 208.16

***

# 5
The following is a quantum chemistry calculation of C18H14EuO5P as an isolated structure, from the OMol25 dataset.

```
39
Properties=species:S:1:pos:R:3:mulliken_spin:R:1
C -0.331 -0.933 -2.273 0.00
C -2.563 1.210 -0.904 0.00
H 0.283 -2.847 0.523 0.00
C 1.233 1.646 2.549 -0.03
H -1.367 -1.715 1.555 0.00
C -1.667 -0.733 1.178 0.00
C -0.107 -1.248 -0.921 0.00
H -0.399 3.013 1.043 0.00
O 0.392 -2.181 3.068 0.01
C 0.058 -3.614 -1.479 0.00
C -3.538 2.203 -1.078 0.00
C -0.192 -3.295 -2.823 -0.01
O 4.342 -1.898 0.346 0.02
H -2.715 0.239 -1.338 0.00
C 1.085 -1.372 2.628 -0.02
C -3.387 3.464 -0.499 0.00
H -0.245 -4.090 -3.557 0.00
H -1.946 -0.085 2.019 0.00
H -4.152 4.224 -0.634 0.00
C -0.379 -1.968 -3.212 0.00
H -2.511 -0.856 0.512 0.00
C 0.114 -2.584 -0.510 -0.01
P -0.305 0.112 0.323 -0.03
O 0.724 2.613 2.914 0.02
O 6.954 1.120 -1.326 0.00
C 3.505 0.167 3.357 -0.02
C 3.552 -1.262 0.890 -0.01
H 3.352 1.345 1.071 -0.06
C -1.409 1.489 -0.135 0.00
H -4.416 1.975 -1.667 0.00
C 6.140 0.507 -0.785 0.00
H -0.581 -1.720 -4.245 0.00
H -2.118 4.721 0.707 0.00
O 4.274 0.319 4.172 0.00
Eu 2.119 0.053 1.551 6.14
C -1.249 2.768 0.454 0.00
H 0.198 -4.632 -1.169 0.00
H -0.499 0.094 -2.564 0.00
C -2.248 3.750 0.260 0.00
```

Calculated values
Multiplicity: 7
Kohn-Sham gap (spin up / spin down) in eV: 4.729 / 4.926
LUMO level (spin up / spin down) in eV: -10.42 / -10.22
Total charge: +2
Max |F| in eV Å⁻¹: 13.60
Molar mass in u: 493.24

***

# 6
The following is a quantum chemistry calculation of one molecule with the formula C2H6N4O, from the OMol25 dataset.

```
13
Properties=species:S:1:pos:R:3:nbo_charge:R:1
H 2.727 0.190 -0.194 0.39
N -0.948 -0.812 1.210 -0.67
C -0.524 -0.020 0.298 0.32
H -0.206 -1.587 1.374 0.37
H 1.747 -0.028 -1.988 0.33
N 1.949 -0.021 0.508 -0.80
H -2.616 -0.544 0.491 0.48
C 0.754 0.051 -0.278 0.35
N 0.858 -0.099 -1.624 -0.66
O -2.753 0.473 0.088 -0.59
N -1.502 0.998 -0.129 -0.28
H -1.494 0.979 -1.130 0.37
H 2.008 0.421 1.375 0.39
```

Calculated values
Kohn-Sham gap in eV: 9.484
LUMO level in eV: 0.17
Max |F| in eV Å⁻¹: 7.63
SMILES string: [H]/N=C(N)/C(=N\[H])NO
Molar mass in u: 102.10

***

Which value of molar mass does entry 6 give? 102.10 u

***

Copy entry 4 word for word.
The following is a quantum chemistry calculation of a 2-piece molecular cluster, C7H9F3N3O overall, from the OMol25 dataset.

```
23
Properties=species:S:1:pos:R:3:nbo_charge:R:1
C 3.231 1.162 0.095 -0.31
H -2.187 -0.222 1.938 0.38
O 1.019 1.581 -0.378 -0.42
H -1.072 -1.460 -1.632 0.44
C 2.326 1.760 -0.816 0.13
H 0.072 0.740 1.397 0.27
H -4.131 -1.463 0.411 0.45
F 2.587 -1.847 -0.702 -0.27
C -2.086 -1.020 0.222 0.59
C 1.369 -2.085 -1.193 0.93
F 1.169 -3.325 -1.557 -0.28
H 2.805 0.032 1.853 0.23
C 0.227 -1.700 -0.187 0.20
N -3.242 -1.515 -0.100 -0.81
N -0.935 -1.425 -0.647 -0.45
H 0.460 -1.375 0.847 0.31
C 1.020 0.868 0.783 0.00
H -3.382 -2.324 -0.764 0.43
C 2.350 0.585 1.041 -0.29
H 4.246 0.996 0.256 0.25
H 2.585 2.237 -1.706 0.22
F 1.363 -1.437 -2.424 -0.32
N -1.585 -0.398 1.168 -0.70
```

Calculated values
Kohn-Sham gap (spin up / spin down) in eV: 6.368 / 6.368
LUMO level (spin up / spin down) in eV: -5.53 / -5.53
Total charge: +1
Max |F| in eV Å⁻¹: 5.25
Molar mass in u: 208.16

***

Repeat the fourth record exactly.
The following is a quantum chemistry calculation of a 2-piece molecular cluster, C7H9F3N3O overall, from the OMol25 dataset.

```
23
Properties=species:S:1:pos:R:3:nbo_charge:R:1
C 3.231 1.162 0.095 -0.31
H -2.187 -0.222 1.938 0.38
O 1.019 1.581 -0.378 -0.42
H -1.072 -1.460 -1.632 0.44
C 2.326 1.760 -0.816 0.13
H 0.072 0.740 1.397 0.27
H -4.131 -1.463 0.411 0.45
F 2.587 -1.847 -0.702 -0.27
C -2.086 -1.020 0.222 0.59
C 1.369 -2.085 -1.193 0.93
F 1.169 -3.325 -1.557 -0.28
H 2.805 0.032 1.853 0.23
C 0.227 -1.700 -0.187 0.20
N -3.242 -1.515 -0.100 -0.81
N -0.935 -1.425 -0.647 -0.45
H 0.460 -1.375 0.847 0.31
C 1.020 0.868 0.783 0.00
H -3.382 -2.324 -0.764 0.43
C 2.350 0.585 1.041 -0.29
H 4.246 0.996 0.256 0.25
H 2.585 2.237 -1.706 0.22
F 1.363 -1.437 -2.424 -0.32
N -1.585 -0.398 1.168 -0.70
```

Calculated values
Kohn-Sham gap (spin up / spin down) in eV: 6.368 / 6.368
LUMO level (spin up / spin down) in eV: -5.53 / -5.53
Total charge: +1
Max |F| in eV Å⁻¹: 5.25
Molar mass in u: 208.16